# C56H172N14O23

23 unconnected molecules or ions with the total composition C56H172N14O23 (ωB97M-V/def2-TZVPD, the Open Molecules 2025 dataset).

Positions of all 265 atoms, in Å:
C  1.919  5.516  -1.916
C  2.115  4.450  -0.817
C  2.013  4.997  0.647
O  3.159  5.728  0.994
C  3.381  5.812  2.403
N  1.112  3.401  -1.119
H  2.148  5.267  -2.953
H  2.538  6.402  -1.778
H  0.872  5.814  -1.967
H  3.057  3.926  -0.974
H  1.894  4.120  1.284
H  1.116  5.599  0.792
H  4.223  6.501  2.475
H  3.680  4.872  2.867
H  2.478  6.153  2.911
H  1.391  2.501  -0.756
H  0.913  3.281  -2.102
C  -2.427  -2.098  7.451
C  -1.851  -1.638  6.133
C  -1.141  -0.249  6.156
O  -1.934  0.727  6.894
C  -3.156  1.075  6.243
N  -0.837  -2.618  5.777
H  -1.631  -1.989  8.188
H  -2.883  -3.085  7.523
H  -3.177  -1.399  7.824
H  -2.572  -1.736  5.321
H  -0.984  0.131  5.146
H  -0.199  -0.209  6.702
H  -3.051  1.412  5.212
H  -3.737  1.833  6.770
H  -3.766  0.172  6.220
H  -0.166  -2.619  6.532
H  -1.251  -3.528  5.919
C  4.079  2.659  -3.680
C  3.384  1.974  -4.849
C  1.920  2.501  -4.964
O  1.184  2.243  -3.795
C  -0.096  2.794  -3.759
N  4.215  2.307  -6.007
H  3.414  2.608  -2.818
H  4.340  3.705  -3.843
H  5.011  2.126  -3.490
H  3.465  0.892  -4.745
H  1.331  2.159  -5.815
H  2.029  3.584  -5.001
H  -0.758  2.405  -4.533
H  -0.001  3.878  -3.819
H  -0.621  2.675  -2.811
H  4.376  3.289  -6.180
H  3.717  1.947  -6.808
C  1.522  1.429  3.750
C  3.032  1.465  3.715
C  3.638  1.171  5.108
O  3.251  2.091  6.061
C  3.180  1.591  7.426
N  3.460  0.458  2.745
H  1.047  1.545  2.776
H  1.080  2.153  4.435
H  1.219  0.414  4.008
H  3.330  2.495  3.520
H  4.722  1.180  4.996
H  3.364  0.131  5.284
H  3.086  2.377  8.176
H  4.131  1.161  7.739
H  2.384  0.924  7.754
H  3.317  -0.491  3.060
H  4.445  0.551  2.542
C  3.020  -3.152  -3.266
C  4.204  -3.270  -4.211
C  4.554  -1.947  -4.962
O  5.719  -2.182  -5.650
C  5.947  -0.977  -6.432
N  5.351  -3.679  -3.407
H  3.083  -2.371  -2.509
H  2.819  -4.010  -2.623
H  2.173  -3.023  -3.940
H  4.057  -4.085  -4.920
H  4.756  -1.177  -4.217
H  3.763  -1.550  -5.599
H  5.276  -0.643  -7.223
H  6.808  -1.273  -7.032
H  6.198  -0.107  -5.825
H  5.439  -2.836  -2.859
H  6.177  -3.597  -3.982
C  -1.644  -4.048  1.899
C  -0.286  -4.730  2.402
C  0.596  -5.226  1.206
O  -0.112  -6.239  0.467
C  0.760  -6.990  -0.401
N  0.380  -3.695  3.195
H  -1.451  -3.178  1.272
H  -2.184  -3.564  2.713
H  -2.337  -4.709  1.378
H  -0.566  -5.594  3.005
H  1.567  -5.553  1.578
H  0.760  -4.297  0.660
H  0.133  -7.521  -1.118
H  1.386  -7.692  0.150
H  1.433  -6.280  -0.882
H  -0.074  -3.387  4.043
H  0.543  -2.872  2.632
C  -3.516  6.068  0.790
C  -2.351  5.154  0.595
C  -1.732  4.492  1.870
O  -1.389  5.398  2.885
C  -0.820  4.856  4.076
N  -2.621  3.991  -0.350
H  -4.163  5.560  1.505
H  -4.040  6.223  -0.153
H  -3.210  7.065  1.107
H  -1.444  5.610  0.197
H  -0.855  3.884  1.651
H  -2.471  3.821  2.308
H  -1.105  5.590  4.830
H  0.250  4.647  4.103
H  -1.341  3.930  4.318
H  -1.869  3.332  -0.491
H  -2.806  4.371  -1.267
C  6.562  -1.886  1.461
C  7.247  -0.522  1.346
C  8.232  -0.437  0.198
O  7.539  -0.481  -1.037
C  8.462  -0.404  -2.170
N  6.198  0.512  1.357
H  5.538  -1.911  1.833
H  7.152  -2.514  2.129
H  6.516  -2.397  0.500
H  7.889  -0.344  2.209
H  8.998  -1.197  0.353
H  8.803  0.490  0.258
H  8.033  -0.318  -3.168
H  9.231  -1.175  -2.130
H  9.007  0.529  -2.029
H  6.579  1.432  1.187
H  5.464  0.350  0.683
C  -1.359  -4.394  -2.709
C  -2.259  -3.997  -3.894
C  -2.439  -5.069  -5.010
O  -1.167  -5.538  -5.443
C  -0.822  -4.921  -6.720
N  -3.565  -3.595  -3.323
H  -0.369  -4.483  -3.156
H  -1.471  -5.423  -2.368
H  -1.259  -3.601  -1.968
H  -1.748  -3.152  -4.356
H  -3.114  -4.789  -5.819
H  -2.964  -5.911  -4.560
H  -1.353  -5.303  -7.592
H  0.240  -4.835  -6.948
H  -1.069  -3.861  -6.657
H  -4.058  -4.412  -2.995
H  -4.147  -3.153  -4.020
C  1.824  0.607  -10.331
C  1.934  0.468  -8.824
C  1.694  -1.007  -8.269
O  0.328  -1.437  -8.370
C  -0.531  -0.796  -7.371
N  3.237  0.970  -8.573
H  2.670  0.227  -10.903
H  1.632  1.635  -10.637
H  0.968  -0.001  -10.623
H  1.104  1.013  -8.373
H  2.093  -1.200  -7.273
H  2.316  -1.688  -8.850
H  -1.472  -1.338  -7.453
H  -0.823  0.237  -7.562
H  -0.181  -0.969  -6.354
H  3.901  0.356  -9.024
H  3.410  1.827  -9.079
C  -4.590  7.095  -5.093
C  -4.687  5.827  -4.176
C  -3.297  5.347  -3.889
O  -3.152  4.230  -2.918
C  -3.625  2.994  -3.444
N  -5.214  6.231  -2.873
H  -5.549  7.566  -5.307
H  -4.252  6.627  -6.018
H  -3.800  7.772  -4.770
H  -5.264  4.975  -4.535
H  -2.603  6.146  -3.628
H  -2.948  5.007  -4.864
H  -3.402  2.930  -4.509
H  -4.684  2.801  -3.272
H  -3.105  2.279  -2.807
H  -6.195  6.451  -2.968
H  -5.116  5.472  -2.214
C  -9.220  3.145  5.117
C  -9.123  1.603  5.271
C  -7.706  1.085  4.874
O  -7.421  1.483  3.549
C  -6.097  1.680  3.247
N  -9.516  1.080  6.615
H  -9.125  3.460  4.078
H  -8.302  3.399  5.646
H  -10.018  3.670  5.642
H  -9.852  1.213  4.560
H  -7.699  0.000  4.979
H  -7.044  1.576  5.588
H  -5.588  2.282  4.000
H  -5.947  2.159  2.280
H  -5.533  0.748  3.298
H  -9.892  0.143  6.643
H  -10.068  1.721  7.168
C  -5.112  -3.008  3.269
C  -4.518  -3.702  4.527
C  -5.316  -3.467  5.866
O  -5.320  -2.071  6.138
C  -6.333  -1.535  7.031
N  -4.508  -5.142  4.320
H  -5.254  -1.935  3.398
H  -6.141  -3.356  3.184
H  -4.588  -3.081  2.316
H  -3.502  -3.390  4.769
H  -4.891  -4.034  6.694
H  -6.374  -3.681  5.714
H  -6.463  -2.051  7.982
H  -7.320  -1.539  6.568
H  -6.043  -0.493  7.165
H  -3.909  -5.384  3.543
H  -4.198  -5.595  5.168
C  -1.624  -0.336  1.729
C  -0.401  -0.627  0.749
C  0.030  0.529  -0.086
O  1.153  0.364  -1.004
C  0.828  -0.358  -2.167
N  0.633  -1.384  1.366
H  -1.487  0.569  2.321
H  -1.869  -1.203  2.342
H  -2.539  -0.146  1.168
H  -0.749  -1.247  -0.078
H  0.306  1.345  0.583
H  -0.832  0.923  -0.625
H  0.669  -1.412  -1.938
H  1.577  -0.336  -2.958
H  -0.093  0.039  -2.592
H  1.122  -0.731  1.961
H  1.337  -1.625  0.683
O  4.415  -4.745  -0.749
H  4.377  -4.402  -1.642
H  5.000  -5.500  -0.808
O  3.619  0.214  -0.285
H  3.603  0.565  0.606
H  2.700  0.187  -0.549
O  1.018  -5.387  5.516
H  0.854  -4.989  4.661
H  1.412  -4.686  6.035
O  4.520  -2.528  5.431
H  3.873  -2.566  6.135
H  4.007  -2.623  4.628
O  3.142  -2.525  0.428
H  3.508  -3.376  0.189
H  3.539  -1.911  -0.189
O  3.118  -2.520  3.170
H  3.189  -2.479  2.216
H  2.282  -2.957  3.330
O  -5.705  -0.899  -0.623
H  -5.806  -0.240  -1.310
H  -6.528  -0.865  -0.135
O  -3.313  -2.461  -0.795
H  -3.270  -2.769  -1.701
H  -4.179  -2.061  -0.719
O  5.296  -1.415  -1.666
H  6.164  -1.069  -1.457
H  4.690  -0.738  -1.365

Forces on atoms 1 to 2 (eV/Å):
C 0.23 0.67 0.27
C -0.46 -0.32 -1.39

Computed properties:
HOMO	-8.39	eV
spin multiplicity	1
LUMO	-0.10	eV
DFT total energy	-128805.6364	eV